Record 1
C4H6N2S | the ωB97M-V functional and the def2-TZVPD basis

```
! wB97M-V def2-TZVPD RIJCOSX def2/J DEFGRID3
* xyz 0 1
C -0.365 1.034 1.355
C 1.276 0.723 -0.165
C 0.381 -0.360 -0.287
C 0.256 -1.127 -1.491
H -2.605 -0.438 0.865
H -1.164 1.372 2.121
H 1.343 1.196 -1.174
H 2.286 0.176 0.051
H -0.505 -1.953 -1.767
H 0.745 -0.721 -2.423
N -0.493 -0.266 0.853
N 0.533 1.696 0.778
S -1.689 -1.333 1.284
*
```

The value obtained for the relative energy (zero: lowest compared OMol25 entry of this formula, charge and spin) is 3.276 eV. The calculation puts the HOMO energy at -8.14 eV. The value obtained for the gap between HOMO and LUMO is 8.82 eV. As for the structure (SMILES): C=C1CN=CN1S.



Record 2
CH4BrP | the ωB97M-V functional and the def2-TZVPD basis

```
! wB97M-V def2-TZVPD RIJCOSX def2/J DEFGRID3
* xyz 0 1
C 0.895 -0.949 0.215
P 0.070 0.233 1.097
Br -2.223 2.427 -1.974
H 1.035 -0.838 -0.780
H 1.163 -1.866 0.563
H 0.306 -0.544 2.359
H -1.246 1.537 -1.480
*
```

The value obtained for the relative energy (zero: lowest compared OMol25 entry of this formula, charge and spin) is 2.021 eV. The calculation puts the HOMO energy at -10.00 eV. The value obtained for the gap between HOMO and LUMO is 9.92 eV. As for the structure (SMILES): C=P.Br.